(1)
Density functional theory data (wB97M-V/def2-TZVPD) for a molecular structure, C39H24N10O6SeTl.

Last column: Mulliken charge in e.
Element x y z (Å)
1 Tl 1.865 1.488 0.000  1.06
2 C -2.396 1.615 -4.960  -1.03
3 C -2.680 2.899 -4.478  -0.69
4 C -2.392 3.250 -3.178  -0.14
5 C -1.792 2.304 -2.354  -0.70
6 C -1.233 2.380 -1.031  -0.26
7 N -0.636 1.195 -0.728  -0.11
8 C -0.813 0.376 -1.765  -0.50
9 N -0.142 -0.921 -1.727  3.22
10 C -0.123 -1.469 -0.372  -2.24
11 C -1.126 -2.085 0.394  1.32
12 C -2.469 -2.485 0.211  -0.81
13 C -3.097 -3.215 1.185  -1.04
14 C -2.476 -3.532 2.405  -0.80
15 C -1.218 -3.068 2.674  -0.66
16 C -0.539 -2.365 1.677  -0.39
17 C 0.753 -1.822 1.682  -0.24
18 N 1.620 -1.683 2.695  -0.58
19 C 2.136 -0.522 2.963  -0.10
20 N 1.696 0.671 2.462  0.01
21 C 2.051 1.648 3.323  -0.05
22 N 1.618 2.890 3.395  -0.63
23 C 0.734 3.395 2.537  -0.05
24 N 0.241 2.813 1.442  -0.22
25 C -0.626 3.664 0.823  -0.37
26 N -1.274 3.488 -0.295  -0.60
27 C -0.679 4.913 1.574  0.28
28 C -1.317 6.116 1.333  -0.20
29 C -1.093 7.153 2.226  -0.56
30 C -0.254 6.987 3.323  -0.60
31 C 0.391 5.782 3.567  -0.08
32 C 0.178 4.744 2.678  0.06
33 C 2.984 1.106 4.320  0.00
34 C 3.751 1.692 5.308  -0.07
35 C 4.653 0.882 5.988  -0.56
36 C 4.763 -0.474 5.704  -0.55
37 C 3.954 -1.078 4.749  -0.36
38 C 3.070 -0.271 4.063  -0.14
39 N 0.971 -1.323 0.434  2.18
40 C -1.497 0.997 -2.846  0.90
41 C -1.818 0.654 -4.162  0.01
42 H -2.627 1.374 -5.988  0.45
43 H -3.131 3.621 -5.144  0.36
44 H -2.604 4.238 -2.798  0.56
45 H -3.039 -2.230 -0.670  0.62
46 H -4.112 -3.546 1.020  0.50
47 H -3.008 -4.129 3.130  0.41
48 H -0.719 -3.251 3.614  0.53
49 H -1.947 6.233 0.463  0.53
50 H -1.559 8.115 2.060  0.38
51 H -0.098 7.824 3.991  0.37
52 H 1.040 5.660 4.422  0.54
53 H 3.656 2.746 5.523  0.54
54 H 5.303 1.325 6.732  0.37
55 H 5.498 -1.062 6.237  0.39
56 H 4.026 -2.130 4.520  0.57
57 H -1.612 -0.331 -4.556  0.42
58 O 1.479 -3.331 -1.400  -0.48
59 Se 2.842 -2.715 -0.886  1.16
60 O 3.547 -3.576 0.216  -0.70
61 O 2.239 -1.129 0.026  -0.50
62 O 3.794 -2.153 -1.996  -0.66
63 O -3.650 -5.703 -2.273  -0.53
64 C -2.748 -5.565 -3.326  -0.48
65 N -1.844 -4.464 -3.121  -0.09
66 C -1.539 -3.580 -4.101  -0.58
67 O -2.005 -3.629 -5.220  -0.68
68 C -0.565 -2.527 -3.657  1.91
69 C 0.495 -2.255 -4.576  -0.32
70 C 1.495 -1.365 -4.385  -0.85
71 C 1.732 -0.577 -3.222  -0.66
72 N 1.135 -0.441 -2.096  -0.67
73 C -0.855 -1.934 -2.489  -1.28
74 H -3.152 -5.741 -1.445  0.30
75 H -3.323 -5.336 -4.227  0.38
76 H -2.181 -6.501 -3.474  0.28
77 H -1.299 -4.433 -2.272  0.20
78 H 0.476 -2.840 -5.485  0.48
79 H 2.240 -1.262 -5.163  0.41
80 H 2.634 0.023 -3.244  0.46
81 H -1.757 -2.214 -1.982  0.65

For the energy relative to the best compared isomer or geometry (same formula, charge and spin), the calculation gives 159.9 kcal/mol. As for the net charge: -1. Its gap between HOMO and LUMO is 4.956 eV. As for the total energy: -138053.2382 eV. As for the HOMO energy: -0.153 hartree.

***

(2)
Density functional theory data (wB97M-V/def2-TZVPD) for a molecular structure, C4H6FN.

Last column: natural (NBO) charge in e.
Element x y z (Å)
1 C -0.821 -1.695 0.709  -0.58
2 C -1.150 -0.415 0.755  0.40
3 C 0.212 0.881 0.070  0.33
4 C 0.975 0.336 -1.025  -0.73
5 N 0.160 1.966 0.747  -0.63
6 F -2.297 0.069 1.174  -0.32
7 H -1.639 -2.468 1.030  0.23
8 H 0.136 -1.962 0.162  0.22
9 H 0.431 0.265 -2.009  0.26
10 H 1.254 -0.676 -0.760  0.24
11 H 1.982 0.905 -1.224  0.23
12 H 0.757 2.795 0.372  0.35

For the energy relative to the best compared isomer or geometry (same formula, charge and spin), the calculation gives 66.5 kcal/mol. Its gap between HOMO and LUMO is 10.470 eV. As for the total energy: -8449.4487 eV. As for the HOMO energy: -0.351 hartree.

***

(3)
Density functional theory data (wB97M-V/def2-TZVPD) for a molecular structure, C5H10F6MoO5S2SbSe2.

Last column: Löwdin spin population.
Element x y z (Å)
1 Mo -0.080 1.236 -0.378  -0.65
2 O -0.461 -0.558 0.805  0.01
3 C -0.486 -1.984 0.609  0.00
4 C -0.115 -2.283 -0.829  0.00
5 C -0.137 -3.823 -1.003  0.00
6 O 0.210 -4.069 -2.344  0.00
7 C 1.333 -1.868 -1.136  0.05
8 Se 1.855 0.015 -1.273  0.67
9 C -1.169 -1.750 -1.812  0.05
10 Se -1.384 0.170 -2.138  0.60
11 H -0.608 -0.352 1.773  0.00
12 H -1.486 -2.348 0.845  0.00
13 H 0.233 -2.437 1.295  0.00
14 H -1.136 -4.197 -0.758  0.00
15 H 0.577 -4.274 -0.305  0.00
16 H 0.215 -5.014 -2.532  0.00
17 H 1.631 -2.248 -2.119  0.01
18 H 2.021 -2.304 -0.407  0.01
19 H -2.164 -2.120 -1.555  0.01
20 H -0.949 -2.108 -2.823  0.01
21 F -0.617 1.920 1.301  -0.03
22 Sb 0.465 1.822 3.465  0.00
23 F -0.375 0.120 3.226  0.00
24 F -1.165 2.428 4.057  0.00
25 F 1.420 1.457 4.978  0.00
26 F 0.992 3.512 2.953  0.00
27 F 1.621 1.152 2.119  0.00
28 O -0.165 6.644 0.284  0.00
29 S -0.135 6.783 -1.128  0.00
30 O 1.110 6.848 -1.807  0.00
31 O -1.344 6.728 -1.869  0.00
32 S 0.294 2.902 -1.495  0.24

For the energy relative to the best compared isomer or geometry (same formula, charge and spin), the calculation gives 0.0 kcal/mol. As for the net charge: +2. As for the expectation value of S²: 1.097. As for the spin multiplicity: 2. Its gap between HOMO and LUMO (spin up / spin down) is 6.528 / 5.439 eV. As for the total energy: -192629.0957 eV. As for the HOMO energy (spin up / spin down): -0.611 / -0.611 hartree.

***

(4)
Density functional theory data (wB97M-V/def2-TZVPD) for 3 unconnected molecules or ions with the total composition C19H42ClN2O5PSi.

Last column: Löwdin spin population.
Element x y z (Å)
1 O 2.425 -0.481 2.473  0.00
2 O 2.700 0.893 2.214  0.00
3 C 1.541 1.436 1.586  0.00
4 Si -0.006 1.378 2.701  0.00
5 P -1.467 0.048 1.558  0.00
6 O -2.863 0.896 1.747  0.00
7 Cl -1.747 -1.480 2.956  0.00
8 H 2.506 -0.876 1.591  0.00
9 H 1.361 0.936 0.625  0.00
10 H 1.804 2.467 1.349  0.00
11 H -0.549 2.740 2.907  0.00
12 H 0.333 0.774 4.001  0.00
13 H -3.546 0.572 1.149  0.00
14 C 4.115 6.986 -0.072  0.00
15 C 3.773 5.552 -0.530  0.02
16 C 4.216 4.492 0.493  0.02
17 C 5.712 4.201 0.516  0.00
18 C 6.224 3.885 -0.884  0.02
19 C 5.905 4.996 -1.892  0.03
20 N 4.416 5.230 -1.851  0.39
21 O 3.747 4.408 -2.573  0.51
22 C 6.712 6.255 -1.571  0.00
23 C 6.269 4.560 -3.308  0.00
24 C 2.258 5.461 -0.704  0.00
25 H 4.745 7.508 -0.785  0.00
26 H 3.201 7.570 0.025  0.00
27 H 4.620 6.995 0.896  0.00
28 H 3.688 3.560 0.265  0.00
29 H 3.878 4.815 1.482  0.00
30 H 6.263 5.041 0.950  0.00
31 H 5.894 3.346 1.170  0.00
32 H 7.306 3.725 -0.879  0.00
33 H 5.763 2.958 -1.237  0.00
34 H 6.434 7.073 -2.237  0.00
35 H 7.766 6.027 -1.735  0.00
36 H 6.609 6.593 -0.544  0.00
37 H 5.802 3.615 -3.569  0.00
38 H 7.354 4.451 -3.368  0.00
39 H 5.953 5.310 -4.034  0.00
40 H 1.921 6.122 -1.503  0.00
41 H 1.793 5.778 0.232  0.00
42 H 1.936 4.450 -0.940  0.00
43 C -3.964 -6.615 1.571  0.00
44 C -4.450 -5.203 1.181  0.02
45 C -5.935 -4.982 1.524  0.02
46 C -6.919 -5.667 0.582  0.00
47 C -6.620 -5.312 -0.870  0.02
48 C -5.177 -5.644 -1.269  0.03
49 N -4.265 -4.946 -0.292  0.39
50 O -4.043 -3.719 -0.589  0.51
51 C -4.967 -7.160 -1.295  0.00
52 C -4.866 -5.111 -2.663  0.00
53 C -3.610 -4.183 1.944  0.00
54 H -3.565 -7.164 0.725  0.00
55 H -3.158 -6.536 2.301  0.00
56 H -4.760 -7.212 2.018  0.00
57 H -6.128 -3.905 1.511  0.00
58 H -6.090 -5.319 2.552  0.00
59 H -6.903 -6.751 0.726  0.00
60 H -7.931 -5.341 0.832  0.00
61 H -7.295 -5.840 -1.549  0.00
62 H -6.781 -4.241 -1.022  0.00
63 H -3.924 -7.403 -1.504  0.00
64 H -5.578 -7.568 -2.102  0.00
65 H -5.263 -7.660 -0.377  0.00
66 H -5.086 -4.050 -2.745  0.00
67 H -5.474 -5.657 -3.387  0.00
68 H -3.814 -5.262 -2.907  0.00
69 H -2.564 -4.240 1.645  0.00
70 H -3.680 -4.410 3.010  0.00
71 H -3.955 -3.167 1.780  0.00

As for the expectation value of S²: 2.008. As for the spin multiplicity: 3. Its gap between HOMO and LUMO (spin up / spin down) is 8.448 / 9.207 eV. As for the total energy: -63285.3678 eV. As for the HOMO energy (spin up / spin down): -0.293 / -0.321 hartree.